Entry from OMol25: a molecular structure, C18H20Cl2RbSSi (ωB97M-V with the def2-TZVPD basis set).

```
43
Properties=species:S:1:pos:R:3:nbo_charge:R:1
Rb 0.57 -0.96 0.00 0.929
C -0.35 2.48 2.61 -0.631
C 0.89 1.66 2.84 -0.018
C 0.90 0.62 3.76 -0.232
C 2.03 -0.17 3.94 -0.220
C 3.17 0.07 3.18 -0.261
C 3.17 1.10 2.25 -0.138
C 2.04 1.89 2.08 -0.225
H -0.89 2.12 1.73 0.229
H -0.10 3.53 2.42 0.216
H -1.02 2.43 3.46 0.208
H 0.00 0.41 4.33 0.209
H 2.01 -0.98 4.66 0.209
H 4.05 -0.55 3.31 0.206
H 4.04 1.28 1.63 0.209
H 2.05 2.67 1.33 0.235
Cl -0.38 -2.98 2.21 -0.067
C -1.66 -4.09 1.75 -0.061
C -1.82 -5.19 2.57 -0.236
C -2.80 -6.12 2.29 -0.263
C -3.60 -5.93 1.17 -0.220
C -3.42 -4.82 0.37 -0.069
Cl -4.47 -4.68 -1.01 -0.016
C -2.44 -3.82 0.60 -0.187
S -2.25 -2.43 -0.42 -0.483
H -1.17 -5.30 3.43 0.215
H -2.94 -6.99 2.92 0.205
H -4.38 -6.63 0.91 0.214
C -1.18 2.59 -3.81 -1.102
Si 0.70 2.62 -3.76 1.614
C 1.23 4.42 -3.83 -1.100
C 1.31 1.80 -5.34 -1.101
C 1.33 1.79 -2.30 -0.877
C 1.79 1.18 -1.33 -0.427
H -1.57 3.09 -4.70 0.216
H -1.59 3.10 -2.93 0.230
H -1.55 1.57 -3.80 0.237
H 0.93 4.88 -4.78 0.215
H 2.31 4.52 -3.72 0.231
H 0.77 4.99 -3.02 0.228
H 1.04 2.38 -6.22 0.215
H 0.87 0.80 -5.44 0.231
H 2.39 1.68 -5.31 0.232
```

Calculated values
**Charge**: -1
**HOMO energy**: -0.1576 Ha
**Energy relative to the best compared isomer or geometry (same formula, charge and spin)**: 17.5 kJ/mol
**Gap between HOMO and LUMO**: 6.480 eV

=====

Entry from OMol25: a molecular structure, C18H20ClN6O2Re in a non-equilibrium geometry (ωB97M-V with the def2-TZVPD basis set).

```
48
Properties=species:S:1:pos:R:3:mulliken_spin:R:1
Re -0.13 -0.68 -1.02 1.056
C 2.72 -1.21 0.25 -0.011
N 2.15 -0.77 -1.05 -0.001
C 2.73 0.51 -1.56 -0.006
C 1.67 1.55 -1.70 -0.011
N 0.40 1.29 -1.34 -0.017
C -0.30 2.47 -1.56 -0.005
C -1.64 2.79 -1.32 -0.020
C -2.07 4.06 -1.67 0.007
C -1.18 5.00 -2.22 -0.013
C 0.16 4.70 -2.45 -0.002
C 0.58 3.42 -2.10 -0.009
N 1.81 2.79 -2.17 -0.002
C 1.69 -1.00 1.31 0.017
N 0.40 -0.77 0.98 -0.008
C -0.31 -0.73 2.16 0.002
C -1.67 -0.56 2.42 0.002
C -2.07 -0.53 3.74 -0.001
C -1.16 -0.66 4.78 0.001
C 0.20 -0.86 4.55 -0.006
C 0.60 -0.91 3.22 0.002
N 1.84 -1.07 2.63 -0.002
H 2.95 -2.28 0.22 0.002
H 3.65 -0.69 0.48 0.000
H 2.39 -1.50 -1.73 0.002
H 3.50 0.87 -0.87 -0.002
H 3.21 0.35 -2.53 -0.002
H -2.30 2.08 -0.84 -0.006
H -3.09 4.35 -1.51 0.000
H -1.54 5.99 -2.44 0.000
H 0.83 5.42 -2.87 0.000
H 2.65 3.21 -2.54 0.001
H -2.38 -0.49 1.60 0.004
H -3.12 -0.39 3.98 0.000
H -1.51 -0.61 5.80 0.000
H 0.90 -0.96 5.36 0.000
H 2.70 -1.27 3.12 0.000
N -2.29 -0.55 -1.34 0.000
H -2.86 0.02 -0.71 0.000
H -2.66 -1.50 -1.28 0.010
H -2.50 -0.23 -2.29 -0.001
Cl -2.31 -4.76 -1.92 0.002
C -0.95 -4.97 -0.82 -0.005
C -0.20 -3.65 -0.58 0.006
O 0.71 -3.57 0.21 0.002
O -0.63 -2.64 -1.25 0.015
H -0.26 -5.71 -1.25 0.000
H -1.31 -5.35 0.14 0.000
```

Calculated values
**Charge**: +3
**Multiplicity**: 2
**HOMO energy (spin up / spin down)**: -0.6542 / -0.6583 Ha
**<S²>**: 0.91
**Gap between HOMO and LUMO (spin up / spin down)**: 4.875 / 5.590 eV

=====

Entry from OMol25: C18H20FNOS in the gas phase (ωB97M-V with the def2-TZVPD basis set).

```
42
Properties=species:S:1:pos:R:3:nbo_charge:R:1
C -1.48 5.06 1.40 -0.626
C -0.47 4.08 0.87 -0.017
C 0.21 3.23 1.73 -0.230
C 1.13 2.31 1.24 -0.149
C 1.38 2.23 -0.12 -0.058
C 2.30 1.17 -0.67 -0.249
N 1.54 -0.04 -0.92 -0.617
C 1.08 -0.35 -2.15 0.679
O 1.47 0.18 -3.17 -0.635
C 0.05 -1.47 -2.16 -0.511
C -1.34 -0.91 -1.85 -0.518
S -1.51 -0.17 -0.19 0.196
C -2.00 -1.63 0.82 -0.534
C -0.97 -2.70 0.83 -0.140
C -1.16 -3.90 0.15 -0.189
C -0.18 -4.88 0.13 -0.222
C 1.02 -4.68 0.80 -0.195
C 1.23 -3.50 1.49 -0.294
C 0.24 -2.54 1.50 0.452
F 0.46 -1.39 2.17 -0.337
C 0.69 3.08 -0.98 -0.195
C -0.22 3.99 -0.49 -0.210
H -1.30 5.28 2.45 0.214
H -2.48 4.65 1.30 0.220
H -1.44 5.99 0.84 0.216
H 0.03 3.28 2.79 0.206
H 1.64 1.65 1.92 0.199
H 3.10 0.94 0.04 0.200
H 2.73 1.48 -1.62 0.239
H 1.03 -0.39 -0.12 0.405
H 0.32 -2.24 -1.44 0.223
H 0.03 -1.91 -3.16 0.235
H -1.57 -0.10 -2.54 0.238
H -2.10 -1.69 -1.94 0.218
H -2.95 -2.00 0.44 0.223
H -2.14 -1.21 1.81 0.246
H -2.09 -4.07 -0.38 0.215
H -0.35 -5.80 -0.41 0.220
H 1.79 -5.43 0.78 0.221
H 2.15 -3.31 2.02 0.232
H 0.87 3.01 -2.05 0.221
H -0.74 4.65 -1.17 0.208
```

Calculated values
**Charge**: 0
**HOMO energy**: -0.3172 Ha
**Energy relative to the best compared isomer or geometry (same formula, charge and spin)**: 6.3 kJ/mol
**Gap between HOMO and LUMO**: 9.290 eV
**Structure (SMILES)**: Cc1ccc(CNC(=O)CCSCc2ccccc2F)cc1

=====

Q: The lowest charge belongs to which entry?
A: C18H20Cl2RbSSi

=====

Q: What is the formula in the third record?
A: C18H20FNOS

=====

Q: Which of these has the highest charge?
A: C18H20ClN6O2Re

=====

Repeat the second record exactly.
Entry from OMol25: a molecular structure, C18H20ClN6O2Re in a non-equilibrium geometry (ωB97M-V with the def2-TZVPD basis set).

```
48
Properties=species:S:1:pos:R:3:mulliken_spin:R:1
Re -0.13 -0.68 -1.02 1.056
C 2.72 -1.21 0.25 -0.011
N 2.15 -0.77 -1.05 -0.001
C 2.73 0.51 -1.56 -0.006
C 1.67 1.55 -1.70 -0.011
N 0.40 1.29 -1.34 -0.017
C -0.30 2.47 -1.56 -0.005
C -1.64 2.79 -1.32 -0.020
C -2.07 4.06 -1.67 0.007
C -1.18 5.00 -2.22 -0.013
C 0.16 4.70 -2.45 -0.002
C 0.58 3.42 -2.10 -0.009
N 1.81 2.79 -2.17 -0.002
C 1.69 -1.00 1.31 0.017
N 0.40 -0.77 0.98 -0.008
C -0.31 -0.73 2.16 0.002
C -1.67 -0.56 2.42 0.002
C -2.07 -0.53 3.74 -0.001
C -1.16 -0.66 4.78 0.001
C 0.20 -0.86 4.55 -0.006
C 0.60 -0.91 3.22 0.002
N 1.84 -1.07 2.63 -0.002
H 2.95 -2.28 0.22 0.002
H 3.65 -0.69 0.48 0.000
H 2.39 -1.50 -1.73 0.002
H 3.50 0.87 -0.87 -0.002
H 3.21 0.35 -2.53 -0.002
H -2.30 2.08 -0.84 -0.006
H -3.09 4.35 -1.51 0.000
H -1.54 5.99 -2.44 0.000
H 0.83 5.42 -2.87 0.000
H 2.65 3.21 -2.54 0.001
H -2.38 -0.49 1.60 0.004
H -3.12 -0.39 3.98 0.000
H -1.51 -0.61 5.80 0.000
H 0.90 -0.96 5.36 0.000
H 2.70 -1.27 3.12 0.000
N -2.29 -0.55 -1.34 0.000
H -2.86 0.02 -0.71 0.000
H -2.66 -1.50 -1.28 0.010
H -2.50 -0.23 -2.29 -0.001
Cl -2.31 -4.76 -1.92 0.002
C -0.95 -4.97 -0.82 -0.005
C -0.20 -3.65 -0.58 0.006
O 0.71 -3.57 0.21 0.002
O -0.63 -2.64 -1.25 0.015
H -0.26 -5.71 -1.25 0.000
H -1.31 -5.35 0.14 0.000
```

Calculated values
**Charge**: +3
**Multiplicity**: 2
**HOMO energy (spin up / spin down)**: -0.6542 / -0.6583 Ha
**<S²>**: 0.91
**Gap between HOMO and LUMO (spin up / spin down)**: 4.875 / 5.590 eV